one.
{"formula": "C2H7N4", "method": "ωB97M-V/def2-TZVPD", "orbital_gap_ev": 10.43, "charge": 1, "e_lumo_ev": -3.819, "multiplicity": 1, "symbols": ["C", "C", "N", "N", "N", "N", "H", "H", "H", "H", "H", "H", "H"], "positions_angstrom": [[-1.11, -1.01, 0.11], [0.87, 1.32, -0.32], [1.59, 0.36, 0.44], [-1.22, 0.17, 0.14], [-1.28, -2.25, -0.04], [-0.65, 1.28, -0.03], [1.08, 2.28, -0.25], [1.11, 1.13, -1.32], [1.68, 0.72, 1.39], [-0.79, -2.82, 0.62], [-1.48, -2.63, -1.03], [1.42, -0.65, 0.37], [-1.22, 2.10, -0.08]], "mulliken_charge": [0.25, -0.53, -0.47, 0.13, -0.36, -0.14, 0.47, 0.33, 0.28, 0.30, 0.31, 0.19, 0.26]}

---

two.
{"formula": "C2H7N4", "method": "ωB97M-V/def2-TZVPD", "orbital_gap_ev": [8.75, 8.74], "charge": 1, "e_lumo_ev": [-4.043, -4.043], "multiplicity": 1, "symbols": ["C", "C", "N", "N", "N", "N", "H", "H", "H", "H", "H", "H", "H"], "positions_angstrom": [[-1.11, 1.89, 0.44], [0.04, -0.80, -0.19], [0.89, 0.08, -0.31], [1.14, 1.25, -0.04], [0.14, 1.98, 0.50], [0.56, -2.26, -0.46], [-1.68, 1.08, -0.13], [-1.70, 2.70, 0.89], [-0.86, -1.06, 0.36], [0.49, 2.89, 0.73], [0.83, -2.27, -1.45], [-0.18, -3.06, -0.26], [1.44, -2.42, -0.08]], "mulliken_charge": [-0.16, -0.06, 0.11, -0.96, 0.28, -0.40, 0.28, 0.28, 0.27, 0.28, 0.36, 0.41, 0.32]}

---

three.
{"formula": "C2H7N4", "method": "ωB97M-V/def2-TZVPD", "orbital_gap_ev": 7.98, "charge": 1, "e_lumo_ev": -4.253, "multiplicity": 1, "symbols": ["C", "C", "N", "N", "N", "N", "H", "H", "H", "H", "H", "H", "H"], "positions_angstrom": [[-1.94, -0.96, -0.16], [0.87, 0.07, 0.39], [0.14, 1.01, -0.11], [-1.17, 1.25, 0.01], [-2.09, 0.32, 0.13], [2.27, 0.29, -0.17], [-0.95, -1.31, -0.51], [-2.79, -1.65, -0.12], [0.71, -0.93, 0.96], [-2.99, 0.84, 0.13], [3.03, 0.29, 0.55], [2.30, 1.33, -0.39], [2.60, -0.55, -0.70]], "mulliken_charge": [-0.31, -0.15, -0.08, -0.81, 0.29, -0.33, 0.30, 0.29, 0.38, 0.31, 0.37, 0.38, 0.37]}

---

four.
{"formula": "C2H7N4", "method": "ωB97M-V/def2-TZVPD", "orbital_gap_ev": 10.68, "charge": 1, "e_lumo_ev": -4.549, "multiplicity": 1, "symbols": ["C", "C", "N", "N", "N", "N", "H", "H", "H", "H", "H", "H", "H"], "positions_angstrom": [[0.62, 0.67, -0.29], [0.53, -0.84, 0.05], [1.37, 1.99, 1.57], [-0.49, 1.27, -0.51], [1.55, 2.98, 2.03], [-0.93, -1.05, 0.35], [0.63, -1.33, -0.93], [1.35, -1.40, 0.73], [-1.27, 0.76, -0.19], [-0.34, 2.22, -0.82], [1.62, 1.10, -0.56], [-1.07, -1.46, 1.27], [-1.33, -1.65, -0.29]], "mulliken_charge": [-0.12, -0.25, 0.26, -0.13, -0.28, -0.60, 0.29, 0.35, 0.34, 0.30, 0.39, 0.22, 0.22]}

---

On energetic grounds, four is preferred over the next structure by 245.3 kJ/mol.

---

one.
{"formula": "C5H12N2O", "method": "ωB97M-V/def2-TZVPD", "orbital_gap_ev": [9.75, 5.75], "charge": 1, "e_lumo_ev": [-4.070, -7.902], "multiplicity": 2, "symbols": ["C", "O", "C", "C", "C", "C", "N", "N", "H", "H", "H", "H", "H", "H", "H", "H", "H", "H", "H", "H"], "positions_angstrom": [[1.87, -0.63, 0.55], [2.15, 0.60, -0.12], [0.36, -0.86, 0.78], [-0.46, -0.93, -0.53], [-1.03, 0.38, -0.92], [-0.65, 1.05, -2.06], [-2.02, 0.93, -0.17], [-0.21, -0.06, 1.82], [2.35, -0.61, 1.52], [2.27, -1.44, -0.06], [0.35, -1.87, 1.21], [-1.28, -1.60, -0.38], [0.14, -1.40, -1.31], [-1.03, 1.97, -2.50], [0.19, 0.80, -2.70], [-1.84, 1.78, 0.36], [-2.45, 0.27, 0.47], [1.35, 0.95, -0.51], [0.12, -0.29, 2.75], [-0.19, 0.95, 1.79]], "mulliken_charge": [-0.54, -0.46, -0.01, -0.63, 0.42, -0.73, -0.35, -0.49, 0.35, 0.34, 0.28, 0.40, 0.30, 0.33, 0.33, 0.32, 0.34, 0.30, 0.30, 0.21]}

---

two.
{"formula": "C5H12N2O", "method": "ωB97M-V/def2-TZVPD", "orbital_gap_ev": [8.98, 5.35], "charge": 1, "e_lumo_ev": [-3.816, -7.441], "multiplicity": 2, "symbols": ["C", "O", "C", "C", "C", "C", "N", "N", "H", "H", "H", "H", "H", "H", "H", "H", "H", "H", "H", "H"], "positions_angstrom": [[-1.12, 1.05, -0.23], [-1.25, 2.49, -0.55], [0.09, 0.52, -1.12], [0.44, -0.94, -0.76], [0.28, -1.43, 0.68], [1.13, -1.01, 1.65], [0.98, -1.44, 2.94], [-0.26, 0.41, -2.57], [-0.81, 1.21, 0.80], [-2.13, 0.55, -0.48], [-1.32, 3.06, 0.21], [1.01, 1.04, -0.86], [1.48, -1.27, -1.03], [-0.21, -1.64, -1.45], [-0.56, -2.19, 0.80], [1.94, -0.29, 1.43], [1.77, -1.24, 3.50], [0.32, -2.08, 3.17], [-0.48, 1.33, -2.84], [-0.96, -0.29, -2.69]], "mulliken_charge": [-0.39, -0.52, 0.23, -0.92, -0.30, 0.27, -0.26, -0.63, 0.31, 0.19, 0.31, 0.26, 0.38, 0.37, 0.29, 0.38, 0.27, 0.22, 0.29, 0.24]}

---

On energetic grounds, one is preferred over the next structure by 45.2 kJ/mol.

---

one.
{"formula": "C4H9ClNO3P", "method": "ωB97M-V/def2-TZVPD", "orbital_gap_ev": 7.32, "charge": -2, "e_lumo_ev": 5.049, "multiplicity": 1, "symbols": ["C", "C", "C", "C", "N", "O", "O", "O", "P", "Cl", "H", "H", "H", "H", "H", "H", "H", "H", "H"], "positions_angstrom": [[-0.18, -0.06, 1.88], [-2.03, -1.11, -0.62], [-0.60, 0.91, -1.11], [0.34, -1.05, -0.04], [-0.68, -0.47, -0.81], [1.70, -0.75, -0.46], [1.47, -3.16, -1.60], [2.18, -2.97, 0.88], [1.52, -2.41, -0.32], [-11.14, 2.01, 0.12], [-1.31, 0.14, 1.62], [0.48, 0.74, 1.57], [0.07, -0.55, 2.72], [-2.71, -0.57, -1.36], [-1.78, -2.18, -0.81], [-2.45, -1.09, 0.45], [0.29, 1.05, -1.68], [-1.42, 1.33, -1.79], [-0.62, 1.60, -0.16]], "mulliken_charge": [-1.00, -0.84, -0.83, -0.05, 0.23, -0.42, -0.72, -0.73, 0.82, -1.00, 0.16, 0.26, 0.41, 0.31, 0.27, 0.27, 0.30, 0.32, 0.24]}

---

two.
{"formula": "C4H9ClNO3P", "method": "ωB97M-V/def2-TZVPD", "orbital_gap_ev": 7.34, "charge": -2, "e_lumo_ev": 6.119, "multiplicity": 1, "symbols": ["C", "C", "C", "C", "N", "O", "O", "O", "P", "Cl", "H", "H", "H", "H", "H", "H", "H", "H", "H"], "positions_angstrom": [[0.05, -1.27, -1.33], [-0.23, 1.66, 1.08], [-0.75, -0.75, 1.52], [0.18, 0.06, -0.64], [-0.33, 0.31, 0.49], [2.33, 0.62, -0.06], [1.14, 2.37, -1.63], [2.12, 0.24, -2.64], [1.66, 0.97, -1.41], [-3.32, -2.47, 0.25], [-0.61, -2.03, -0.77], [1.02, -1.65, -1.42], [-0.31, -1.09, -2.27], [-1.08, 1.93, 1.65], [0.74, 1.65, 1.70], [-0.24, 2.32, 0.16], [-1.17, -0.19, 2.37], [-1.44, -1.49, 1.02], [0.24, -1.19, 1.92]], "mulliken_charge": [-1.04, -1.02, -0.58, 0.52, 0.10, -0.73, -0.77, -0.77, 0.76, -0.87, 0.26, 0.36, 0.32, 0.41, 0.31, 0.31, 0.35, -0.15, 0.23]}

---

On energetic grounds, two is preferred over the next structure by 174.7 kJ/mol.

---

one.
{"formula": "C4H14N2O", "method": "ωB97M-V/def2-TZVPD", "orbital_gap_ev": [2.20, 8.90], "charge": -1, "e_lumo_ev": [3.399, 3.312], "multiplicity": 2, "symbols": ["C", "N", "C", "C", "N", "C", "H", "H", "H", "H", "H", "H", "H", "H", "H", "H", "H", "H", "H", "H", "O"], "positions_angstrom": [[-0.61, -2.34, -1.97], [-0.18, -1.45, -0.91], [-1.14, -0.42, -0.54], [-0.45, 0.61, 0.33], [0.77, 1.06, -0.33], [0.78, 1.89, -1.56], [0.29, -2.83, -2.32], [-1.03, -1.72, -2.79], [-1.43, -2.96, -1.63], [0.70, -0.97, -1.02], [-1.41, 0.12, -1.47], [-2.06, -0.82, -0.13], [-1.08, 1.39, 0.75], [0.00, 0.14, 1.22], [1.27, 1.65, 0.33], [1.73, 2.38, -1.73], [0.65, 1.15, -2.35], [-0.07, 2.57, -1.56], [0.92, 0.15, 5.17], [1.48, -0.13, 6.44], [0.89, 0.55, 6.07]], "mulliken_charge": [-0.97, -0.45, -0.49, -1.77, -0.15, -1.33, 0.35, 0.31, 0.27, 0.36, 0.32, 0.70, 0.37, 0.50, 0.44, 0.57, 0.24, 0.27, 0.55, 0.74, -1.83]}

---

two.
{"formula": "C4H14N2O", "method": "ωB97M-V/def2-TZVPD", "orbital_gap_ev": [2.85, 8.98], "charge": -1, "e_lumo_ev": [3.951, 3.736], "multiplicity": 2, "symbols": ["C", "C", "C", "C", "N", "N", "H", "H", "H", "H", "H", "H", "H", "H", "H", "H", "H", "H", "H", "H", "O"], "positions_angstrom": [[0.29, -1.50, 1.08], [1.24, -0.37, 0.47], [0.82, 0.86, -0.47], [-0.30, -0.59, -2.14], [-0.44, 0.59, -1.32], [-1.00, -0.95, 1.63], [0.07, -2.30, 0.44], [0.58, -2.10, 1.97], [1.97, -0.98, -0.14], [1.81, 0.12, 1.19], [0.62, 1.64, 0.22], [1.66, 1.32, -0.84], [-1.17, -0.73, -2.75], [-0.36, -1.49, -1.47], [0.59, -0.72, -2.77], [-0.72, 1.44, -1.94], [-0.92, -0.54, 2.52], [-1.49, -0.37, 1.00], [-1.50, 2.69, 0.58], [-0.45, 1.76, 1.38], [-1.31, 2.22, 1.36]], "mulliken_charge": [-1.14, -0.84, -3.25, -1.16, 0.30, -0.85, 0.34, 0.57, 0.45, 0.58, 0.24, 0.89, 0.70, 0.02, 0.34, 0.41, 0.39, 0.40, 0.40, 0.79, -0.58]}

---

On energetic grounds, one is preferred over the next structure by 95.0 kJ/mol.